Entry 1:
{"formula": "H18N2O10", "method": "ωB97M-V with the def2-TZVPD basis set", "multiplicity": 1, "mol_weight_g_mol": 206.15, "e_above_lowest_ev": 1.8163, "gap_ev": 8.8, "energy_ev": -23740.7704, "species": ["N", "H", "H", "H", "H", "N", "O", "O", "O", "O", "H", "H", "O", "H", "H", "O", "H", "H", "O", "H", "H", "O", "H", "H", "O", "H", "H", "O", "H", "H"], "positions_angstrom": [[-2.608133, 2.282900, 0.212567], [-2.763133, 3.235900, 0.441567], [-3.446133, 1.861900, -0.300433], [-2.434133, 1.836900, 1.037567], [-1.908133, 2.114900, -0.508433], [0.037867, -0.245100, 0.246567], [1.018867, -0.958100, 0.448567], [-0.793133, -0.508100, -0.690433], [-0.359133, 0.670900, 1.091567], [-2.468133, 0.323900, -2.378433], [-1.876133, 0.061900, -1.702433], [-2.387133, -0.083100, -3.183433], [1.950867, -2.260100, 2.773567], [1.396867, -1.729100, 3.237567], [1.605867, -2.420100, 1.752567], [2.498867, 0.895900, -2.473433], [2.528867, 0.645900, -1.559433], [1.597867, 0.443900, -2.765433], [0.702867, 1.900900, 3.137567], [0.641867, 1.544900, 2.301567], [-0.056133, 2.253900, 3.504567], [0.312867, -0.480100, -3.530433], [0.523867, -1.328100, -4.006433], [0.596867, -0.846100, -2.759433], [-0.445133, -0.748100, 3.629567], [-0.063133, 0.133900, 3.495567], [-1.013133, -1.126100, 3.084567], [2.107867, -2.587100, -1.616433], [2.065867, -2.035100, -0.982433], [3.032867, -2.854100, -1.938433]], "atomic_forces_ev_per_a": [[-2.488, -0.210, -4.185], [-0.121, 1.325, -0.334], [0.849, 0.620, 1.147], [1.156, -2.367, 2.622], [0.954, 0.107, 0.352], [-2.799, -0.407, 0.853], [-0.512, 1.564, -0.489], [2.085, 0.157, 1.145], [1.266, -1.063, -1.711], [-2.839, 3.278, 1.978], [1.427, -1.090, 0.462], [0.904, -1.682, -2.613], [2.313, -3.915, -5.940], [-3.217, 2.566, 1.599], [1.026, 1.100, 4.582], [-2.760, -1.133, -1.181], [0.360, -0.079, 0.925], [2.875, 1.695, 0.207], [3.428, 0.371, 2.992], [-0.960, -1.144, -3.143], [-2.408, 0.976, 0.491], [-0.784, -0.674, -4.105], [-0.411, 1.378, -0.539], [0.729, -1.355, 4.749], [4.325, 1.972, 5.372], [-0.590, -0.392, -0.823], [-3.671, -1.646, -4.317], [1.801, -7.338, -8.736], [0.258, 6.215, 7.303], [-2.195, 1.171, 1.335]], "mulliken_charge": [-0.3921, 0.3680, 0.4022, 0.2900, 0.2802, 0.9832, -0.6780, -0.7524, -0.7612, -0.6931, 0.5846, 0.2419, -0.6338, 0.3404, 0.3476, -0.6755, 0.3011, 0.3827, -0.7028, 0.4508, 0.2737, -0.6303, 0.3191, 0.2443, -0.6354, 0.3949, 0.2449, -0.5523, 0.3228, 0.3347]}

***

Entry 2:
{"formula": "C12H19FNO2S", "method": "ωB97M-V with the def2-TZVPD basis set", "multiplicity": 1, "mol_weight_g_mol": 260.35, "charge": 1, "e_above_lowest_ev": 9.5223, "gap_ev": 7.8, "energy_ev": -31874.2092, "species": ["C", "C", "C", "F", "C", "C", "C", "C", "N", "C", "H", "H", "H", "H", "H", "H", "H", "H", "H", "H", "H", "C", "C", "C", "S", "O", "O", "C", "H", "H", "H", "H", "H", "H", "H", "H"], "positions_angstrom": [[-1.632939, -1.660297, 0.627203], [-1.028638, -1.693810, -0.909523], [-0.062303, -3.031863, -1.165446], [-0.673467, -4.296346, -0.693462], [1.348973, -2.688995, -0.335868], [2.603368, -1.943382, -1.152866], [3.937022, -1.607915, -0.205314], [3.912964, -2.025135, 1.406918], [2.716534, -2.722893, 2.077857], [1.457473, -3.059541, 1.288728], [-1.973840, -2.746981, 0.931423], [-0.816042, -1.328172, 1.431945], [-2.552393, -0.901958, 0.591630], [-1.832906, -1.540183, -1.745446], [-0.274781, -0.770301, -0.972282], [0.146190, -3.171146, -2.322974], [2.522935, -1.656560, -2.289893], [4.836681, -1.072364, -0.738152], [4.837922, -1.763751, 2.083851], [2.698967, -2.961800, 3.113677], [0.491818, -3.569091, 1.767898], [-1.716652, 4.062073, -0.959936], [-2.625705, 3.349406, 0.040228], [-2.007803, 1.982184, 0.328275], [-0.248357, 2.166540, 0.079230], [0.144104, 1.354600, -1.053404], [0.425341, 2.088409, 1.360042], [-0.300114, 3.870826, -0.438792], [-1.970048, 5.121926, -1.055484], [-1.819132, 3.598329, -1.948308], [-2.677052, 3.933665, 0.967018], [-3.646651, 3.248821, -0.341152], [-2.197707, 1.663442, 1.356311], [-2.371311, 1.223509, -0.370255], [0.464520, 4.054866, -1.195395], [-0.116970, 4.493886, 0.441720]], "atomic_forces_ev_per_a": [[-0.102, -0.307, -0.496], [1.321, 0.246, 0.719], [-0.043, 0.861, 0.287], [1.466, 2.829, -0.672], [2.660, 0.252, 1.350], [0.115, -1.251, 5.647], [-4.056, -2.009, 1.390], [-2.061, -0.147, -2.656], [-0.808, 1.029, -4.656], [2.043, 1.761, -3.131], [0.346, 2.306, -0.640], [-1.824, -0.432, -1.932], [2.089, -1.845, 0.469], [1.461, -0.687, 1.714], [-1.702, -2.007, -0.162], [-0.212, 0.192, 2.606], [0.220, -0.650, 2.566], [-1.802, -1.233, 1.648], [-2.228, -0.730, -1.389], [0.351, 0.559, -1.868], [2.691, 1.193, -0.792], [-0.160, 0.048, -0.250], [-0.293, 0.271, 0.109], [-0.651, -0.225, 0.150], [0.076, 0.590, 0.591], [0.279, -0.159, 0.221], [0.043, -0.449, -0.601], [0.052, 0.487, -0.237], [0.069, -0.180, -0.005], [0.049, 0.104, 0.099], [0.010, -0.102, -0.142], [0.175, -0.004, 0.102], [0.199, -0.080, -0.190], [0.168, 0.100, 0.058], [0.021, -0.153, 0.166], [0.038, -0.179, -0.076]], "mulliken_charge": [-0.8764, -0.0499, 0.1047, -0.3176, 0.1640, -0.1274, -0.3800, -0.1941, -0.1063, -0.3366, 0.3343, 0.1885, 0.2554, 0.3360, 0.0273, 0.3151, 0.3234, 0.3320, 0.3604, 0.3089, 0.3906, -0.5604, -0.7659, -0.3884, 1.2059, -0.6892, -0.7194, -0.7389, 0.3561, 0.2844, 0.3105, 0.3328, 0.4300, 0.1478, 0.3946, 0.3477]}

***

Entry 3:
{"formula": "C5H10F3N4", "method": "ωB97M-V with the def2-TZVPD basis set", "multiplicity": 1, "mol_weight_g_mol": 183.16, "charge": 1, "e_above_lowest_ev": 0.6328, "gap_ev": 9.2, "energy_ev": -19448.6783, "species": ["C", "C", "C", "C", "C", "N", "N", "N", "N", "F", "F", "F", "H", "H", "H", "H", "H", "H", "H", "H", "H", "H"], "positions_angstrom": [[0.654661, -0.751580, 1.957309], [-2.661445, 1.819266, -0.406428], [2.298788, -0.590218, -0.353386], [0.591307, -2.269889, -0.904671], [-1.625971, 2.781793, -0.050472], [-2.069385, -0.420741, -0.019191], [-2.521496, 0.590204, -0.204581], [0.033010, -0.599458, 0.867894], [0.817208, -0.833352, -0.346529], [-1.752173, 3.374997, 1.213914], [-0.401806, 2.075814, 0.092987], [-1.477893, 3.757884, -0.980982], [1.741037, -1.028066, 2.018613], [0.059963, -0.641537, 2.857359], [-3.467977, 2.277256, -0.877147], [2.882682, -1.485761, 0.078674], [2.589272, -0.733603, -1.406559], [2.542156, 0.378360, 0.214612], [0.815855, -2.772562, 0.045574], [-0.563891, -2.436148, -1.121913], [1.284154, -2.296524, -1.674520], [0.231944, -0.196136, -1.000556]], "atomic_forces_ev_per_a": [[0.941, -0.436, -0.239], [-0.257, 2.699, -0.087], [0.886, -0.436, 0.827], [-3.624, 1.217, 3.308], [2.306, 0.331, 1.904], [-1.317, -1.664, -0.126], [1.002, -0.569, -0.141], [1.502, -0.506, 0.656], [-1.868, 0.814, -1.618], [-0.149, -0.538, -2.166], [-0.911, 0.912, -0.617], [-0.171, -1.140, 1.320], [-1.041, 0.282, 0.137], [0.140, 0.121, 0.034], [-1.643, -0.046, -0.694], [-1.309, 1.348, 0.042], [0.013, 1.204, 0.316], [-0.231, -1.428, -1.395], [0.254, -0.950, -0.956], [2.713, 0.508, 0.109], [0.884, -0.934, -1.575], [1.879, -0.789, 0.962]], "mulliken_charge": [-0.3400, -0.4025, -0.8731, -0.6678, 0.7822, -0.5925, 0.5628, -0.3668, 0.0631, -0.2388, -0.2378, -0.2219, 0.2714, 0.3084, 0.3710, 0.4102, 0.3563, 0.3553, 0.3702, 0.2964, 0.3788, 0.4152]}

***

Entry 4:
{"formula": "C10H20Si", "method": "ωB97M-V with the def2-TZVPD basis set", "multiplicity": 1, "mol_weight_g_mol": 168.36, "e_above_lowest_ev": 5.0583, "gap_ev": [7.0, 6.9], "energy_ev": -18565.8509, "species": ["C", "C", "C", "C", "C", "C", "C", "C", "C", "C", "Si", "H", "H", "H", "H", "H", "H", "H", "H", "H", "H", "H", "H", "H", "H", "H", "H", "H", "H", "H", "H"], "positions_angstrom": [[2.906422, 0.286101, 2.769013], [1.012475, 3.157478, 2.186258], [1.651716, 0.680571, 2.722588], [1.337239, 1.917499, 2.336992], [-1.134183, 1.988650, -2.195870], [-2.482348, -0.788278, 1.512386], [2.155822, -1.569645, -1.465782], [-1.640980, 0.929508, -1.155340], [-1.292783, -1.448094, 0.763895], [0.660978, -1.374465, -1.715844], [-0.310305, -0.242027, -0.379298], [3.202667, -0.732022, 2.610414], [3.580331, 1.114595, 2.756485], [1.071757, 3.646269, 1.165795], [0.556551, 3.887633, 2.936465], [0.777591, 0.037452, 2.887460], [-0.551094, 2.690544, -1.551042], [-0.634304, 1.386956, -2.969565], [-1.791976, 2.710751, -2.512180], [-3.384184, -0.641520, 0.921222], [-2.681748, -1.327155, 2.412511], [-2.256067, 0.242883, 1.710330], [2.578370, -2.367134, -2.078965], [2.634668, -0.580019, -1.576719], [2.295929, -1.691615, -0.318061], [-2.231341, 0.243055, -1.845431], [-2.337516, 1.405965, -0.396587], [-1.518077, -2.367587, 0.277948], [-0.596357, -1.873212, 1.497007], [0.096854, -2.244023, -1.559666], [0.384594, -0.999649, -2.745043]], "atomic_forces_ev_per_a": [[2.525, -0.772, 0.167], [-0.844, 2.092, -0.955], [-3.556, -0.486, 0.014], [-0.712, 1.752, 0.491], [2.138, -1.330, 3.235], [0.573, 0.024, -1.191], [-0.458, 1.252, 2.184], [-1.189, -0.100, -1.350], [0.583, 0.920, 0.618], [-0.713, 2.425, -0.163], [-0.262, -0.363, -0.622], [0.281, -0.247, 0.531], [1.034, -0.120, -0.262], [-0.172, -0.740, 1.012], [0.998, -1.285, -0.535], [0.425, -0.249, -0.464], [0.998, -0.727, -0.941], [0.250, 1.107, 0.066], [-2.431, 0.809, -1.439], [-0.126, -0.718, -0.238], [-0.419, -0.151, 0.636], [0.498, 0.505, 0.725], [0.261, 0.203, 0.308], [0.198, -0.620, -0.582], [-0.027, -0.576, -1.895], [0.065, 0.311, 1.252], [0.822, -0.768, -0.805], [-0.824, -0.627, -0.996], [0.173, 0.514, 0.287], [-0.639, -1.684, 0.010], [0.549, -0.348, 0.905]], "mulliken_charge": [-0.8493, -0.5788, 0.0977, 0.0263, -1.1185, -1.3797, -0.9742, -0.4364, -0.5351, -0.6423, -0.1219, 0.3270, 0.3187, 0.1908, 0.2278, 0.2657, 0.2167, 0.2611, 0.4319, 0.3837, 0.3707, 0.3114, 0.3413, 0.3043, 0.1503, 0.3245, 0.3703, 0.5679, 0.3968, 0.3827, 0.3685]}

***

Entry 5:
{"formula": "C6H10O2", "method": "ωB97M-V with the def2-TZVPD basis set", "multiplicity": 1, "mol_weight_g_mol": 114.14, "e_above_lowest_ev": 5.5930, "gap_ev": [6.3, 8.3], "energy_ev": -10473.5770, "species": ["C", "C", "O", "O", "H", "H", "H", "H", "C", "C", "C", "C", "H", "H", "H", "H", "H", "H"], "positions_angstrom": [[-1.516877, -1.200937, -1.469835], [-0.293713, -1.080076, -0.628458], [-1.138960, -0.274566, 1.164905], [0.536677, -1.868159, -0.342081], [-0.900999, -0.884804, 1.893569], [-2.081680, -2.063921, -1.106216], [-2.135061, -0.310793, -1.395325], [-1.213651, -1.380893, -2.502659], [-0.085912, 0.766397, 1.213001], [0.293173, 0.852376, -0.537249], [0.953498, 0.401787, 2.099489], [1.547231, 1.068206, -0.970767], [-0.560385, 1.725713, 1.422700], [-0.514061, 1.339282, -1.084871], [1.568090, 1.176062, 2.538874], [2.394528, 0.667406, -0.424155], [1.747484, 1.648198, -1.863416], [1.400619, -0.581277, 1.992493]], "atomic_forces_ev_per_a": [[-0.288, -0.230, 0.303], [1.488, 1.541, -0.489], [0.600, 0.312, 0.961], [-0.435, -0.120, 0.123], [-0.352, 0.390, -0.460], [0.009, 0.033, -0.122], [0.062, -0.033, -0.055], [0.030, 0.048, 0.058], [-1.039, -0.839, -1.416], [-1.731, -1.368, 1.517], [0.694, 0.138, -0.392], [1.009, 0.229, -0.214], [0.071, -0.050, -0.135], [-0.002, 0.114, 0.162], [-0.009, -0.020, 0.003], [0.020, 0.033, -0.088], [0.028, -0.084, 0.008], [-0.155, -0.094, 0.234]], "mulliken_charge": [-1.1538, 0.7754, -0.5351, -0.4780, 0.3552, 0.3279, 0.3095, 0.3385, 0.1679, -0.2378, -0.9661, -0.8186, 0.2765, 0.3629, 0.3283, 0.3000, 0.3021, 0.3452]}